# C27H30N6O8

An isolated molecule of C27H30N6O8 (ωB97M-V/def2-TZVPD, OMol25).

Its structure (SMILES) is CCCCCC(=O)Nc1cccc(C2=NO[C@]3(C2)C[C@@H](C(N)=O)N(C(=O)c2cc([N+](=O)[O-])cc([N+](=O)[O-])c2C)C3)c1. The total energy comes out at -53802.1709 eV. The value obtained for the energy above the lowest of the compared OMol25 structures with the same formula, charge and spin is 0.035 eV. As for the HOMO energy: -0.3277 Ha.

XYZ file:
```
71
C27H30N6O8, DFT ωB97M-V/def2-TZVPD
C 7.73 0.50 0.41
C 6.73 1.64 0.59
C 5.76 1.79 -0.59
C 4.38 1.17 -0.35
C 4.41 -0.34 -0.18
C 3.01 -0.92 -0.06
O 2.00 -0.25 -0.07
N 3.02 -2.28 0.09
C 1.90 -3.09 0.30
C 2.03 -4.26 1.06
C 0.92 -5.03 1.34
C -0.34 -4.65 0.90
C -0.47 -3.51 0.12
C -1.75 -2.98 -0.32
N -1.86 -2.31 -1.39
O -3.09 -1.71 -1.46
C -3.69 -1.77 -0.15
C -3.03 -2.98 0.50
C -5.20 -1.64 -0.31
C -5.41 -0.13 -0.54
C -6.53 0.46 0.34
N -6.80 1.73 0.01
O -7.07 -0.16 1.22
N -4.13 0.49 -0.20
C -3.69 1.59 -0.83
O -4.44 2.30 -1.49
C -2.23 1.90 -0.68
C -1.33 1.19 -1.47
C 0.02 1.50 -1.43
N 0.96 0.80 -2.27
O 2.00 1.35 -2.53
O 0.63 -0.29 -2.68
C 0.49 2.49 -0.59
C -0.41 3.16 0.24
N 0.16 4.14 1.14
O -0.45 4.41 2.15
O 1.24 4.60 0.84
C -1.79 2.90 0.20
C -2.78 3.63 1.03
C -3.33 -0.45 0.55
C 0.66 -2.75 -0.20
H 7.23 -0.45 0.29
H 8.34 0.68 -0.47
H 8.39 0.44 1.27
H 6.16 1.49 1.51
H 7.29 2.57 0.71
H 6.20 1.35 -1.48
H 5.60 2.85 -0.79
H 3.93 1.62 0.54
H 3.74 1.41 -1.21
H 4.97 -0.62 0.72
H 4.89 -0.80 -1.04
H 3.91 -2.72 0.21
H 3.00 -4.55 1.43
H 1.03 -5.93 1.93
H -1.20 -5.24 1.15
H -3.59 -3.90 0.34
H -2.85 -2.84 1.57
H -5.71 -1.93 0.61
H -5.57 -2.23 -1.14
H -5.63 0.10 -1.59
H -7.49 2.24 0.54
H -6.26 2.20 -0.70
H -1.67 0.40 -2.13
H 1.54 2.73 -0.55
H -2.75 3.26 2.06
H -2.55 4.70 1.08
H -3.78 3.51 0.64
H -3.66 -0.47 1.59
H -2.27 -0.22 0.50
H 0.54 -1.89 -0.83
```

Mulliken population analysis, charges in e, atoms 1 to 4: number 1, C, carries -1.158; number 2, C, carries -0.567; number 3, C, carries -0.964; number 4, C, carries -0.013